{
  "formula": "C5H20BaFO5",
  "method": "the ωB97M-V functional and the def2-TZVPD basis",
  "symbols": ["Ba", "F", "C", "O", "H", "H", "H", "H", "C", "O", "H", "H", "H", "H", "C", "O", "H", "H", "H", "H", "C", "O", "H", "H", "H", "H", "C", "O", "H", "H", "H", "H"],
  "coordinates": [[-2.083, -2.338, 0.813], [-0.548, -0.298, 0.557], [-2.048, -0.913, -2.447], [-3.087, -1.510, -1.629], [-1.830, -1.481, -3.353], [-2.257, 0.113, -2.752], [-1.116, -0.842, -1.880], [-3.904, -1.551, -2.134], [-0.274, 2.684, -1.134], [-1.514, 2.131, -0.729], [-0.492, 3.599, -1.681], [0.356, 2.940, -0.276], [0.282, 1.999, -1.784], [-1.339, 1.288, -0.296], [2.684, 0.064, -1.102], [1.492, -0.686, -1.315], [2.481, 1.133, -1.024], [3.219, -0.270, -0.206], [3.337, -0.116, -1.953], [0.925, -0.580, -0.535], [-0.443, 2.242, 2.807], [0.748, 1.789, 2.175], [-1.233, 2.372, 2.057], [-0.762, 1.525, 3.574], [-0.251, 3.208, 3.264], [0.471, 1.073, 1.588], [1.431, -2.784, 1.319], [0.220, -3.451, 1.807], [1.527, -1.785, 1.741], [2.319, -3.378, 1.529], [1.374, -2.695, 0.236], [0.314, -3.483, 2.766]],
  "forces_ev_per_angstrom": [[1.103, 1.473, -0.576], [-0.972, -1.342, 0.247], [0.717, 0.471, -0.537], [0.489, -0.093, 0.245], [-0.289, -0.287, 0.182], [-0.447, -0.067, 0.283], [-0.201, -0.204, 0.241], [-0.028, 0.061, -0.041], [0.223, 0.083, 0.051], [-0.350, -0.175, -0.025], [0.014, -0.030, -0.049], [-0.035, -0.033, -0.020], [-0.038, 0.054, -0.029], [0.249, -0.030, 0.106], [0.109, -0.193, -0.007], [-0.071, -0.183, 0.148], [0.010, 0.025, 0.026], [-0.077, 0.078, -0.001], [-0.041, 0.058, -0.053], [-0.111, 0.304, -0.088], [0.031, -0.199, -0.355], [-0.078, -0.051, 0.028], [-0.070, 0.026, 0.186], [-0.103, 0.181, 0.035], [0.083, -0.020, 0.098], [0.064, -0.036, -0.066], [0.206, -0.055, -0.349], [0.071, 0.573, -0.067], [-0.086, -0.031, 0.088], [-0.141, -0.107, 0.242], [-0.239, -0.010, 0.024], [0.007, -0.241, 0.033]],
  "total_charge": 1,
  "lumo_energy_ev": -4.538,
  "gap_ha": 0.2725,
  "e_tot_ha": -703.8449,
  "de_lowest_ev": 0.9575,
  "largest_force_ev_per_a": 1.93
}

{
  "formula": "C5H20BrNiO5",
  "method": "the ωB97M-V functional and the def2-TZVPD basis",
  "symbols": ["Ni", "Br", "C", "O", "H", "H", "H", "H", "C", "O", "H", "H", "H", "H", "C", "O", "H", "H", "H", "H", "C", "O", "H", "H", "H", "H", "C", "O", "H", "H", "H", "H"],
  "coordinates": [[0.513, 0.695, 0.227], [1.705, 2.002, 2.100], [-1.710, -1.295, -1.323], [-0.635, -0.363, -1.236], [-2.516, -1.130, -0.608], [-2.166, -1.376, -2.309], [-1.348, -2.248, -0.937], [-0.484, -0.226, -2.174], [-2.013, 2.419, -0.367], [-0.661, 2.555, -0.164], [-2.473, 2.875, 0.510], [-2.351, 3.009, -1.219], [-2.528, 1.468, -0.500], [-0.460, 3.400, 0.244], [1.366, -2.359, 0.246], [1.378, -1.018, 0.767], [2.229, -2.918, 0.605], [0.568, -3.027, 0.572], [1.451, -2.246, -0.835], [2.110, -1.008, 1.389], [-1.012, -0.580, 2.915], [-1.098, -0.011, 1.544], [-1.217, 0.221, 3.625], [-1.763, -1.360, 3.034], [-0.045, -1.051, 3.093], [-2.055, 0.014, 1.478], [2.597, 0.243, -1.844], [1.874, 1.295, -1.315], [1.933, -0.602, -2.022], [3.066, 0.561, -2.775], [3.393, -0.026, -1.150], [2.351, 2.088, -1.570]],
  "forces_ev_per_angstrom": [[-0.288, 1.698, 1.134], [-0.446, -0.710, -0.862], [-0.766, -1.509, 1.676], [-0.363, 0.271, -1.061], [-0.006, 0.905, -0.070], [0.417, 0.104, -0.015], [0.165, -0.321, -0.676], [0.758, 0.763, 0.007], [-2.916, 1.967, 0.360], [2.146, -1.922, -0.638], [-0.611, -0.095, -0.003], [0.101, 0.109, -0.209], [1.244, -0.633, 0.141], [0.177, -0.078, 0.282], [0.691, -0.458, -0.563], [0.309, -1.294, 0.422], [0.388, 0.391, -0.125], [-0.709, 0.775, -0.100], [-0.319, -0.551, 0.090], [0.022, 0.822, 0.337], [0.216, 0.233, -0.267], [-0.185, -0.957, 1.338], [0.297, -0.091, -0.004], [-0.100, 0.041, -0.211], [0.012, 0.457, -0.235], [-0.060, 0.519, -0.802], [1.344, -1.167, -0.639], [-1.274, 0.803, 0.311], [0.163, 0.031, -0.063], [-0.067, -0.291, -0.156], [0.051, -0.362, -0.028], [-0.393, 0.553, 0.628]],
  "total_charge": 1,
  "lumo_energy_ev": [-2.716, -3.241],
  "s_squared": 2.00,
  "multiplicity": 3,
  "gap_ha": [0.3322, 0.3108],
  "e_tot_ha": -4660.7558,
  "de_lowest_ev": 0.0000,
  "largest_force_ev_per_a": 3.54
}

{
  "formula": "C5H20F6N2O9S2",
  "method": "the ωB97M-V functional and the def2-TZVPD basis",
  "symbols": ["N", "H", "H", "H", "H", "C", "F", "F", "F", "S", "O", "O", "N", "S", "O", "O", "C", "F", "F", "F", "C", "C", "C", "O", "H", "H", "H", "H", "H", "H", "H", "H", "O", "H", "H", "O", "H", "H", "O", "H", "H", "O", "H", "H"],
  "coordinates": [[0.769, 0.559, -0.316], [1.167, -0.352, -0.497], [1.342, 1.093, -0.953], [1.008, 0.761, 0.644], [-0.221, 0.518, -0.512], [2.596, -4.732, 2.084], [2.381, -5.850, 2.888], [2.229, -3.666, 2.768], [3.917, -4.630, 1.691], [1.404, -4.843, 0.564], [0.987, -6.235, 0.430], [0.316, -3.932, 1.002], [2.352, -4.171, -0.710], [2.264, -5.206, -1.866], [3.025, -6.417, -1.641], [0.956, -5.407, -2.417], [3.118, -4.216, -3.380], [4.345, -3.829, -2.937], [3.275, -5.096, -4.401], [2.417, -3.105, -3.687], [-5.732, 3.674, 1.978], [-5.296, 5.050, 1.438], [-3.763, 5.155, 1.131], [-6.028, 5.281, 0.242], [-5.232, 3.406, 2.908], [-5.694, 2.948, 1.166], [-6.772, 3.780, 2.286], [-5.661, 5.768, 2.172], [-3.512, 4.338, 0.454], [-3.179, 5.058, 2.046], [-3.532, 6.075, 0.594], [-6.813, 5.788, 0.464], [-3.674, -1.304, -1.327], [-4.198, -1.855, -1.909], [-3.218, -1.923, -0.757], [1.967, 2.590, 4.118], [1.915, 2.186, 4.984], [2.260, 3.486, 4.289], [2.941, 3.694, -4.129], [2.255, 4.079, -4.676], [3.755, 4.064, -4.471], [5.816, -0.550, -0.352], [5.198, -1.269, -0.478], [6.552, -0.762, -0.926]],
  "forces_ev_per_angstrom": [[1.169, -0.979, -0.222], [-0.161, -1.254, 0.133], [-0.301, 1.147, -0.331], [-0.210, 0.440, 0.553], [-0.436, 0.339, -0.119], [0.213, -1.482, -0.679], [0.858, 1.925, -1.434], [0.661, 0.058, 0.271], [-2.074, -0.348, 1.089], [-1.516, 0.605, 0.258], [1.176, 1.753, 0.062], [2.127, -0.751, -1.067], [-1.690, -0.095, 3.217], [0.804, -1.890, -3.234], [0.234, 1.031, -0.347], [-0.697, 0.306, -0.169], [0.192, -1.382, 2.667], [-0.450, 0.062, -0.856], [-0.412, 1.653, 0.747], [0.542, -0.977, -0.531], [-0.232, 0.821, 0.074], [0.369, -0.600, 0.230], [-1.438, -0.199, 0.038], [0.152, 0.230, -0.463], [0.458, -0.307, -0.294], [0.284, -0.237, 0.315], [-0.212, -0.111, -0.216], [0.634, 0.388, 0.170], [0.051, -0.139, 0.035], [0.009, 0.093, -0.055], [-0.042, 0.106, 0.269], [-0.027, -0.050, -0.103], [0.149, 0.379, 0.062], [-0.132, -0.125, -0.184], [0.082, -0.274, 0.163], [-0.105, -0.105, -0.309], [-0.014, -0.169, 0.217], [0.093, 0.239, 0.012], [-0.107, -0.172, 0.252], [-0.188, 0.087, -0.153], [0.255, 0.055, -0.055], [-0.165, 0.332, 0.134], [-0.105, -0.346, -0.012], [0.202, -0.059, -0.136]],
  "lumo_energy_ev": -1.825,
  "gap_ha": 0.2522,
  "e_tot_ha": -2384.5926,
  "largest_force_ev_per_a": 3.83
}

{
  "formula": "C5H20N10O5",
  "method": "the ωB97M-V functional and the def2-TZVPD basis",
  "symbols": ["N", "C", "N", "O", "H", "H", "H", "H", "N", "C", "N", "O", "H", "H", "H", "H", "N", "C", "N", "O", "H", "H", "H", "H", "N", "C", "N", "O", "H", "H", "H", "H", "N", "C", "N", "O", "H", "H", "H", "H"],
  "coordinates": [[1.417, 2.106, 2.234], [0.510, 1.336, 1.753], [0.661, 0.134, 2.172], [-0.276, 1.628, 0.851], [1.587, 3.036, 1.879], [2.012, 1.682, 2.931], [1.382, -0.118, 2.833], [0.045, -0.616, 1.891], [-5.621, 1.810, 2.311], [-6.235, 2.752, 1.674], [-5.431, 3.615, 1.110], [-7.423, 2.784, 1.448], [-4.704, 1.863, 2.730], [-6.248, 1.030, 2.452], [-5.789, 4.484, 0.738], [-4.434, 3.457, 1.125], [-1.866, -0.724, -3.653], [-2.731, -1.668, -3.456], [-3.277, -1.448, -2.284], [-3.085, -2.486, -4.292], [-1.453, -0.777, -4.573], [-1.706, -0.107, -2.870], [-2.968, -0.623, -1.791], [-4.139, -1.946, -2.113], [4.545, -3.983, 2.720], [3.748, -4.999, 3.173], [3.994, -5.161, 4.432], [2.951, -5.537, 2.492], [4.609, -3.737, 1.743], [5.187, -3.514, 3.344], [3.516, -5.845, 5.002], [4.697, -4.541, 4.808], [3.799, 1.357, -3.361], [3.646, 1.936, -4.559], [2.664, 2.770, -4.436], [4.348, 1.804, -5.582], [3.094, 1.461, -2.646], [4.519, 0.656, -3.261], [2.534, 3.399, -5.216], [1.921, 2.731, -3.752]],
  "forces_ev_per_angstrom": [[3.193, 3.537, 2.092], [-2.314, 0.816, -4.214], [-0.165, -5.825, 2.096], [-0.546, 0.501, 0.197], [-0.135, -0.324, 0.226], [0.202, 0.923, -0.197], [-0.323, -0.063, -0.202], [0.056, 0.403, -0.052], [0.899, -3.817, 2.384], [-1.828, 1.362, -1.948], [2.722, 3.004, -1.233], [-1.738, -0.278, 0.430], [-0.402, -0.079, -0.218], [0.574, -0.154, 0.596], [0.056, -0.388, 0.053], [-0.248, 0.338, -0.076], [3.144, 1.810, -1.817], [-1.864, -1.179, -1.674], [-2.162, -1.077, 3.068], [0.166, -0.468, 0.214], [0.597, 0.807, 0.475], [0.886, 0.283, -1.156], [-0.953, -0.549, 0.396], [0.200, 0.400, 0.532], [1.097, 1.545, -1.187], [1.119, 2.299, -1.748], [0.589, -0.975, 4.381], [-2.235, -1.971, -1.720], [-0.243, -0.298, 0.298], [-0.099, -0.124, -0.454], [0.177, 0.279, -0.186], [-0.402, -0.737, 0.626], [1.676, -2.305, 1.356], [2.653, -1.253, -1.460], [-3.687, 3.886, -1.681], [-0.931, 0.013, 1.923], [0.472, -0.149, -0.172], [-0.353, 0.030, 0.096], [-0.297, -0.182, 0.116], [0.448, -0.042, -0.158]],
  "lumo_energy_ev": -0.249,
  "smiles": "NC(N)=O.NC(N)=O.NC(N)=O.NC(N)=O.NC(N)=O",
  "gap_ha": 0.3467,
  "e_tot_ha": -1126.3606,
  "de_lowest_ev": 3.8271,
  "largest_force_ev_per_a": 6.19
}

{
  "formula": "C5H20N10O5",
  "method": "the ωB97M-V functional and the def2-TZVPD basis",
  "symbols": ["N", "C", "N", "O", "H", "H", "H", "H", "N", "C", "N", "O", "H", "H", "H", "H", "N", "C", "N", "O", "H", "H", "H", "H", "N", "C", "N", "O", "H", "H", "H", "H", "N", "C", "N", "O", "H", "H", "H", "H"],
  "coordinates": [[4.967, 4.766, 25.473], [5.858, 5.423, 24.699], [5.578, 5.362, 23.350], [6.855, 6.014, 25.109], [5.062, 4.920, 26.460], [4.270, 4.168, 25.077], [6.056, 5.932, 22.680], [4.858, 4.776, 22.955], [4.575, 4.811, 20.256], [3.560, 4.044, 20.763], [3.053, 3.142, 19.861], [3.032, 4.241, 21.849], [5.045, 4.567, 19.404], [5.079, 5.498, 20.787], [2.290, 2.577, 20.188], [3.510, 2.868, 19.015], [9.486, 8.357, 24.966], [10.539, 8.630, 24.117], [10.319, 9.672, 23.285], [11.555, 7.941, 24.124], [9.596, 7.454, 25.398], [9.063, 9.129, 25.447], [10.966, 9.958, 22.572], [9.583, 10.342, 23.415], [8.612, 7.315, 21.698], [7.987, 6.241, 21.205], [8.558, 5.003, 21.466], [6.953, 6.318, 20.522], [8.137, 8.200, 21.698], [9.370, 7.308, 22.359], [9.551, 4.964, 21.275], [8.069, 4.263, 20.989], [5.383, 8.942, 19.997], [5.422, 9.525, 18.780], [5.113, 10.861, 18.712], [5.571, 8.864, 17.744], [5.533, 7.947, 20.052], [5.217, 9.485, 20.822], [4.896, 11.170, 17.784], [5.122, 11.459, 19.512]],
  "forces_ev_per_angstrom": [[0.184, 0.104, 0.645], [1.056, 0.450, -1.653], [-0.268, -0.339, 0.018], [-0.760, -0.014, 0.331], [-0.122, -0.374, -0.007], [-0.267, 0.059, 0.109], [0.444, 0.085, 0.359], [-0.377, 0.126, 0.293], [0.066, -0.319, 0.087], [-0.228, 0.859, -0.897], [-0.226, -0.275, 0.455], [0.444, -0.257, 0.196], [-0.085, -0.081, -0.123], [-0.155, -0.121, 0.208], [0.049, -0.045, 0.017], [0.151, 0.094, -0.071], [0.310, -0.072, -0.611], [0.806, -0.742, 1.136], [-0.110, 1.205, -1.030], [-0.690, 0.287, -0.819], [-0.245, 0.287, 0.549], [-0.330, -0.249, 0.190], [0.491, -0.351, 0.321], [-0.294, -0.325, 0.250], [0.357, 0.915, 0.391], [-0.532, -0.738, -0.938], [0.416, 0.327, -0.216], [0.152, 0.199, 0.874], [-0.231, -0.103, -0.417], [-0.004, -0.659, 0.048], [0.007, -0.018, 0.382], [-0.104, 0.053, -0.071], [0.300, 0.193, 0.511], [-0.822, -0.952, -1.820], [0.345, -0.463, 0.097], [0.094, 0.706, 0.998], [0.298, 0.094, 0.066], [-0.108, -0.166, 0.116], [0.150, 0.386, 0.093], [-0.165, 0.237, -0.066]],
  "lumo_energy_ev": 0.280,
  "smiles": "NC(N)=O.NC(N)=O.NC(N)=O.NC(N)=O.NC(N)=O",
  "gap_ha": 0.3588,
  "e_tot_ha": -1126.4736,
  "de_lowest_ev": 0.7513,
  "largest_force_ev_per_a": 2.21
}

{
  "formula": "C5H20N11O8Zn",
  "method": "the ωB97M-V functional and the def2-TZVPD basis",
  "symbols": ["Zn", "N", "O", "O", "O", "C", "O", "N", "N", "H", "H", "H", "H", "C", "O", "N", "N", "H", "H", "H", "H", "C", "O", "N", "N", "H", "H", "H", "H", "C", "O", "N", "N", "H", "H", "H", "H", "C", "O", "N", "N", "H", "H", "H", "H"],
  "coordinates": [[-11.292, -5.841, -8.551], [-9.126, -7.270, -9.985], [-8.560, -7.868, -9.122], [-9.483, -7.775, -10.982], [-9.531, -6.007, -9.774], [-13.675, -4.398, -7.445], [-13.119, -5.496, -7.611], [-13.652, -3.314, -8.316], [-14.455, -4.180, -6.291], [-13.534, -2.442, -7.850], [-12.968, -3.465, -9.083], [-15.189, -3.511, -6.277], [-14.506, -4.817, -5.517], [-12.676, -8.258, -9.555], [-12.283, -7.127, -9.649], [-13.851, -8.684, -10.149], [-11.918, -9.234, -8.942], [-14.155, -7.977, -10.822], [-13.762, -9.633, -10.475], [-11.024, -8.989, -8.532], [-12.104, -10.207, -9.081], [-9.523, -3.495, -7.496], [-10.536, -4.161, -7.468], [-8.372, -3.992, -8.042], [-9.442, -2.222, -6.939], [-8.447, -4.843, -8.612], [-7.608, -3.385, -8.268], [-10.212, -1.931, -6.384], [-8.631, -1.670, -6.898], [-11.922, -4.434, -11.190], [-11.758, -4.238, -9.954], [-12.585, -3.541, -11.922], [-11.409, -5.500, -11.865], [-12.710, -3.553, -12.924], [-13.061, -2.835, -11.450], [-10.851, -6.144, -11.334], [-11.117, -5.426, -12.824], [-10.304, -7.745, -6.229], [-10.867, -7.054, -7.106], [-10.871, -8.872, -5.683], [-9.107, -7.382, -5.711], [-10.410, -9.325, -4.929], [-11.735, -9.324, -5.952], [-8.506, -6.724, -6.247], [-8.561, -8.016, -5.132]],
  "forces_ev_per_angstrom": [[0.489, 1.503, -0.212], [-1.410, 2.229, 1.781], [1.523, -0.478, 2.075], [-0.939, -1.277, -3.730], [0.707, -0.645, 0.409], [-1.228, 0.442, 1.519], [-0.373, 1.040, -0.034], [0.457, -1.646, 0.149], [1.084, -0.240, -1.158], [-0.206, 0.562, 0.284], [-0.380, 0.069, 0.617], [-0.235, 0.617, -0.362], [0.409, -0.485, -0.384], [0.317, -3.494, -0.141], [-0.106, 1.908, -0.358], [0.982, 0.796, 0.272], [-0.535, 0.644, 0.000], [-0.098, -0.663, 0.177], [-0.554, -0.014, -0.282], [-0.238, 0.107, -0.341], [-0.131, -0.116, 0.020], [2.432, 1.261, -0.067], [-1.548, -0.391, 0.427], [-0.227, -0.165, -0.065], [-1.148, -1.856, -0.715], [-0.303, 0.436, 0.169], [0.117, 0.206, 0.087], [-0.455, 0.121, 0.225], [1.078, 0.323, -0.060], [1.390, -0.793, -0.440], [-0.287, -0.741, -0.977], [-0.097, 0.006, -1.170], [-0.362, 0.433, 0.418], [0.158, -0.457, 0.306], [-0.647, 1.298, 0.819], [0.375, -0.084, 0.243], [-0.345, 0.221, -0.123], [-0.510, 0.113, -0.178], [0.551, -1.764, 1.373], [0.094, 0.461, -0.468], [1.220, 0.437, -0.347], [0.419, -0.202, 0.417], [0.142, 0.820, -0.369], [-1.115, -0.683, 0.453], [-0.467, 0.139, -0.257]],
  "total_charge": 1,
  "lumo_energy_ev": -1.885,
  "gap_ha": 0.3728,
  "e_tot_ha": -3186.0878,
  "de_lowest_ev": 0.0000,
  "largest_force_ev_per_a": 4.05
}